{
  "formula": "C49H50BrHgN10O6P",
  "method": "ωB97M-V/def2-TZVPD",
  "molar_mass_g_mol": 1186.47,
  "total_charge": -1,
  "s2": 0.755,
  "largest_force_ha_per_bohr": 0.045,
  "multiplicity": 2,
  "e_tot_ev": -162314.5867,
  "lumo_energy_ev": [2.0, 2.0],
  "homo_ev": [-3.31, -3.32],
  "gap_ev": [5.33, 5.34],
  "elements": ["Hg", "C", "C", "C", "C", "C", "O", "C", "N", "C", "C", "C", "C", "C", "C", "P", "C", "C", "C", "C", "C", "C", "C", "C", "C", "C", "C", "C", "H", "H", "H", "H", "H", "H", "H", "H", "H", "H", "H", "H", "H", "H", "H", "H", "H", "H", "H", "H", "H", "H", "H", "H", "O", "C", "C", "C", "C", "C", "C", "C", "N", "C", "C", "N", "H", "H", "H", "H", "H", "H", "H", "C", "C", "N", "C", "C", "N", "C", "O", "O", "C", "O", "O", "H", "H", "H", "H", "H", "C", "C", "C", "C", "N", "C", "N", "N", "N", "H", "H", "H", "H", "H", "H", "H", "H", "H", "H", "Br", "C", "C", "C", "N", "C", "C", "H", "H", "H", "H"],
  "positions_angstrom": [[-0.326, 0.795, -1.410], [-3.798, -0.578, -1.785], [-4.168, 0.693, -1.032], [-5.673, 0.646, -0.761], [-3.373, 0.795, 0.277], [-3.969, 1.804, 1.278], [-2.841, 2.443, 1.839], [-1.781, 2.149, 1.041], [-1.997, 1.284, 0.126], [-0.612, 2.946, 1.405], [-0.937, 4.223, 1.882], [0.007, 5.067, 2.423], [1.308, 4.604, 2.564], [1.644, 3.362, 2.076], [0.732, 2.515, 1.435], [1.390, 1.025, 0.578], [3.088, 1.670, 0.265], [4.090, 1.595, 1.236], [5.303, 2.231, 1.059], [5.559, 2.936, -0.106], [4.592, 2.979, -1.095], [3.365, 2.363, -0.906], [2.024, -0.302, 1.727], [1.337, -0.300, 4.071], [0.306, -1.029, 4.510], [-0.388, -2.106, 3.739], [0.434, -2.849, 2.639], [-0.020, -2.177, 1.365], [-4.390, -0.649, -2.694], [-3.997, -1.458, -1.174], [-2.749, -0.586, -2.062], [-3.928, 1.567, -1.652], [-5.909, -0.234, -0.166], [-6.197, 0.572, -1.710], [-6.042, 1.525, -0.241], [-3.305, -0.206, 0.723], [-4.559, 1.350, 2.073], [-4.563, 2.576, 0.773], [-1.965, 4.548, 1.825], [-0.264, 6.059, 2.751], [2.060, 5.211, 3.046], [2.661, 3.025, 2.185], [3.918, 1.046, 2.150], [6.046, 2.194, 1.844], [6.506, 3.440, -0.238], [4.787, 3.513, -2.015], [2.604, 2.427, -1.669], [1.795, 0.456, 4.712], [-0.102, -0.823, 5.490], [-0.761, -2.840, 4.460], [0.048, -3.895, 2.628], [0.704, -1.897, 0.619], [-1.254, 0.727, -3.263], [-2.128, 1.448, -3.854], [-3.124, 0.824, -4.655], [-4.095, 1.535, -5.304], [-4.113, 2.929, -5.236], [-3.136, 3.577, -4.516], [-2.142, 2.877, -3.821], [-1.132, 3.585, -3.078], [-0.362, 3.124, -2.100], [0.433, 4.159, -1.707], [0.165, 5.262, -2.453], [-0.824, 4.891, -3.325], [-3.095, -0.254, -4.701], [-4.859, 1.017, -5.871], [-4.885, 3.488, -5.747], [-3.158, 4.661, -4.466], [1.139, 4.048, -0.908], [0.583, 6.247, -2.445], [-1.234, 5.463, -4.046], [-2.289, -0.340, 3.560], [-1.603, -1.541, 2.922], [-1.079, -1.227, 1.584], [-1.378, -2.418, 0.759], [-2.322, -3.243, 1.503], [-2.573, -2.595, 2.687], [-2.842, -4.568, 1.307], [-2.657, -5.152, 0.119], [-3.421, -5.145, 2.229], [-1.296, -2.316, -0.766], [-1.794, -3.247, -1.414], [-0.626, -1.367, -1.230], [-1.683, 0.550, 3.421], [-2.437, -0.507, 4.624], [-3.261, -0.193, 3.095], [-2.972, -3.141, 3.439], [-2.300, -4.488, -0.557], [2.475, -5.344, 0.269], [3.169, -5.505, 1.619], [2.232, -6.158, 2.634], [3.675, -4.158, 2.176], [2.753, -3.040, 1.964], [3.064, -2.206, 0.962], [2.647, -0.970, 0.740], [2.011, -0.624, 2.948], [1.833, -2.923, 2.937], [2.243, -6.321, -0.149], [3.108, -4.811, -0.437], [1.543, -4.797, 0.381], [4.048, -6.150, 1.479], [1.591, -5.399, 3.069], [2.798, -6.632, 3.435], [1.610, -6.910, 2.156], [4.637, -3.903, 1.725], [3.807, -4.254, 3.255], [3.753, -2.601, 0.223], [5.629, -0.849, -4.843], [3.963, -0.412, -4.046], [3.326, -1.322, -3.220], [2.141, -0.932, -2.619], [1.586, 0.259, -2.815], [2.179, 1.096, -3.661], [3.379, 0.822, -4.291], [3.738, -2.304, -3.044], [1.606, -1.598, -1.958], [1.671, 2.037, -3.836], [3.839, 1.543, -4.947]],
  "atomic_forces_ev_per_a": [[1.2, 0.7, 1.9], [0.2, 0.2, 0.0], [0.0, -0.3, 0.0], [0.3, 0.2, 0.0], [-0.4, 0.0, 0.1], [-0.4, -0.2, -0.5], [0.4, 0.2, 0.4], [-0.9, -0.7, -0.6], [-0.1, 0.8, 0.7], [0.8, 0.3, 0.3], [-0.1, 0.0, -0.1], [0.3, -0.1, 0.0], [-0.2, 0.2, 0.0], [0.0, -0.2, 0.0], [-0.3, 0.4, 0.4], [0.0, 0.1, 0.3], [0.0, 0.3, -0.2], [0.1, -0.1, -0.1], [0.0, 0.0, 0.1], [0.0, 0.0, -0.2], [0.2, 0.2, -0.1], [-0.2, -0.1, 0.2], [-0.5, 0.3, -0.7], [-0.3, 0.1, 0.6], [0.2, 0.2, 0.0], [0.0, 0.0, -0.2], [-0.3, -0.5, -0.3], [0.3, -0.5, -0.2], [0.0, -0.1, -0.1], [-0.1, -0.1, 0.1], [0.0, -0.1, -0.1], [0.0, 0.0, 0.1], [-0.1, -0.1, 0.1], [-0.1, 0.0, -0.1], [-0.1, 0.1, 0.1], [0.0, 0.1, 0.0], [0.0, 0.0, 0.0], [0.0, -0.1, 0.0], [0.0, 0.0, 0.0], [-0.1, 0.1, 0.1], [0.1, 0.1, 0.0], [0.0, 0.1, 0.0], [0.0, -0.1, 0.1], [0.1, -0.1, 0.0], [0.1, 0.0, -0.1], [0.0, 0.0, -0.1], [0.0, 0.1, 0.0], [-0.1, 0.0, 0.0], [0.0, 0.2, 0.1], [-0.1, 0.0, 0.0], [-0.1, 0.2, -0.1], [0.0, 0.0, 0.1], [-0.7, -0.3, -1.8], [-0.2, 0.4, -0.4], [0.0, -0.1, 0.1], [0.0, 0.0, 0.0], [-0.2, 0.2, -0.2], [0.0, 0.0, 0.1], [-0.4, -0.6, -0.2], [0.3, 0.2, 0.1], [-0.3, 0.5, -0.5], [0.1, 0.4, 0.0], [0.3, 0.1, 0.2], [-0.1, -0.2, 0.0], [0.0, -0.1, 0.0], [0.0, 0.0, 0.0], [0.0, 0.1, 0.0], [0.0, 0.0, 0.0], [0.1, 0.1, 0.2], [0.1, 0.2, 0.0], [0.1, -0.1, 0.1], [0.2, -0.1, -0.3], [-0.1, 0.0, 0.8], [-0.2, 0.9, -0.3], [0.5, -0.2, -0.7], [-0.3, 0.0, 0.3], [-0.3, -0.5, -0.4], [0.0, -0.2, 0.0], [0.0, 0.0, 0.0], [0.0, 0.1, -0.3], [-0.3, -0.3, 0.8], [-0.2, -0.3, -0.3], [0.1, -1.0, -0.3], [0.1, 0.1, 0.1], [0.0, 0.0, 0.2], [-0.1, 0.0, -0.1], [0.1, 0.0, 0.0], [-0.1, 0.0, 0.3], [0.2, -0.1, 0.2], [-0.2, 0.1, 0.1], [0.1, -0.1, -0.2], [0.3, -0.3, -0.2], [-0.1, -0.2, 0.0], [0.3, -0.1, 0.2], [0.2, -0.1, -0.2], [1.0, 0.4, -0.2], [0.2, -0.6, 0.7], [0.0, -0.1, -0.1], [0.0, 0.1, -0.2], [-0.1, 0.1, 0.0], [0.0, 0.1, 0.0], [-0.1, 0.1, 0.1], [0.0, 0.0, 0.1], [-0.1, -0.2, 0.0], [0.0, 0.0, 0.0], [0.0, 0.2, 0.0], [0.0, -0.2, 0.1], [-0.1, 0.0, 0.0], [-0.2, 0.0, 0.1], [0.3, 0.1, -0.2], [0.0, 0.0, 0.1], [0.6, -0.3, -0.6], [0.0, -0.1, 0.0], [0.1, -0.2, 0.0], [0.0, 0.0, 0.1], [0.0, -0.1, 0.1], [-0.1, 0.1, 0.0], [0.0, 0.1, -0.1]],
  "lowdin_charge": [1.03, -0.06, -0.36, -0.07, -0.25, -0.11, -0.02, -0.33, 0.11, -0.14, -0.02, -0.07, -0.07, -0.08, -0.27, 1.12, -0.35, -0.11, -0.08, -0.10, -0.08, -0.11, -0.55, -0.16, -0.08, -0.15, -0.24, -0.14, 0.08, 0.09, 0.04, 0.14, 0.09, 0.08, 0.06, 0.14, 0.13, 0.13, 0.12, 0.10, 0.10, 0.09, 0.10, 0.10, 0.10, 0.10, 0.06, 0.11, 0.09, 0.14, 0.14, 0.10, -0.21, -0.39, -0.03, -0.10, -0.13, -0.07, -0.11, -0.27, 0.06, -0.15, -0.09, 0.10, 0.11, 0.10, 0.09, 0.09, 0.09, 0.10, 0.14, 0.01, -0.42, 0.14, -0.17, -0.08, 0.15, -0.51, 0.08, 0.03, -0.57, 0.03, -0.13, 0.08, 0.08, 0.07, 0.15, 0.06, -0.07, -0.40, -0.08, -0.13, -0.14, -0.17, -0.03, 0.09, 0.03, 0.08, 0.06, 0.08, 0.12, 0.05, 0.07, 0.07, 0.11, 0.12, 0.11, 0.73, -0.68, -0.09, -0.11, 0.01, -0.15, -0.11, 0.10, 0.10, 0.11, 0.10]
}